Below is a 15-piece molecular cluster, C57H156N12O15 overall, with properties calculated with wB97M-V/def2-TZVPD.

Properties
LUMO, eV: 0.7
DFT total energy, Eh: -4050.66452

Bonds (Å) are listed after each position.
Cartesian coordinates (Å):
1 C 1.2259 6.9965 -2.0699  C2 1.499, H7 1.101, H8 1.064, H9 1.098
2 C 1.1339 6.9601 -3.5656  C1 1.499, C3 1.512, N6 1.401, H10 1.150
3 C 1.3959 5.6308 -4.2372  C2 1.512, O4 1.434, H11 1.078, H12 1.109
4 O 2.6991 5.1569 -3.8719  C3 1.434, C5 1.430
5 C 3.0023 3.8707 -4.4178  O4 1.430, H13 1.111, H14 1.056, H15 1.109
6 N -0.1126 7.4982 -3.9112  C2 1.401, H16 0.998, H17 1.007
7 H 1.0290 8.0213 -1.7177  C1 1.101
8 H 2.1492 6.7176 -1.6206  C1 1.064
9 H 0.4094 6.3587 -1.7053  C1 1.098
10 H 1.8955 7.7301 -3.9532  C2 1.150
11 H 1.3700 5.6797 -5.3143  C3 1.078
12 H 0.6842 4.8494 -3.9021  C3 1.109
13 H 2.1104 3.2259 -4.5712  C5 1.111
14 H 3.6246 3.3433 -3.7473  C5 1.056
15 H 3.3609 4.0571 -5.4501  C5 1.109
16 H -0.8682 7.3007 -3.2892  N6 0.998
17 H -0.3821 7.1746 -4.8256  N6 1.007
18 C 1.9041 -3.8674 4.2543  C19 1.500, H24 1.084, H25 1.122, H26 1.094
19 C 3.3266 -3.7287 3.7982  C18 1.500, C20 1.548, N23 1.458, H27 1.039
20 C 3.3520 -3.9748 2.2700  C19 1.548, O21 1.395, H28 1.105, H29 1.049
21 O 2.9895 -5.3210 2.2142  C20 1.395, C22 1.416
22 C 2.8472 -5.9132 0.9360  O21 1.416, H30 1.099, H31 1.048, H32 1.103
23 N 4.1362 -2.5640 4.1347  C19 1.458, H33 1.021, H34 1.004
24 H 1.5167 -4.8121 3.8903  C18 1.084
25 H 1.2090 -3.0552 3.9142  C18 1.122
26 H 1.9376 -3.9369 5.3455  C18 1.094
27 H 3.7923 -4.5850 4.1567  C19 1.039
28 H 4.3901 -3.8931 1.9015  C20 1.105
29 H 2.6032 -3.3716 1.8499  C20 1.049
30 H 2.0502 -5.3596 0.4199  C22 1.099
31 H 2.6341 -6.9324 1.0510  C22 1.048
32 H 3.7719 -5.7611 0.3537  C22 1.103
33 H 3.6529 -1.6927 3.9130  N23 1.021
34 H 4.2514 -2.4748 5.1280  N23 1.004
35 C 2.9682 3.2077 -0.6072  C36 1.556, H41 1.117, H42 1.090, H43 1.084
36 C 3.6274 4.4951 -0.0324  C35 1.556, C37 1.491, N40 1.514, H44 1.113
37 C 4.4646 4.1601 1.1544  C36 1.491, O38 1.472, H45 1.106, H46 1.135
38 O 3.5096 3.4822 2.0462  C37 1.472, C39 1.424
39 C 4.0935 2.9756 3.2425  O38 1.424, H47 1.092, H48 1.074, H49 1.075
40 N 4.4916 5.2784 -0.9972  C36 1.514, H50 1.038, H51 1.070
41 H 3.7801 2.5128 -0.9308  C35 1.117
42 H 2.4714 3.5022 -1.5313  C35 1.090
43 H 2.3628 2.7170 0.1465  C35 1.084
44 H 2.8074 5.2064 0.2149  C36 1.113
45 H 4.8046 5.0569 1.7053  C37 1.106
46 H 5.2887 3.4349 0.8674  C37 1.135
47 H 4.2919 3.8230 3.9023  C39 1.092
48 H 5.0345 2.4789 3.0953  C39 1.074
49 H 3.2941 2.4401 3.7219  C39 1.075
50 H 5.1327 4.5501 -1.3658  N40 1.038
51 H 3.9332 5.4320 -1.8971  N40 1.070
52 C -1.7226 -8.0991 3.4819  C53 1.514, H58 1.128, H59 1.101, H60 1.101
53 C -2.2459 -7.3262 2.2899  C52 1.514, C54 1.494, N57 1.477, H61 1.100
54 C -1.2450 -6.3467 1.7694  C53 1.494, O55 1.436, H62 1.059, H63 1.138
55 O -1.8012 -5.5634 0.7017  C54 1.436, C56 1.349
56 C -0.9147 -4.6916 0.1790  O55 1.349, H64 1.079, H65 1.121, H66 1.089
57 N -2.4957 -8.3376 1.2430  C53 1.477, H67 1.020, H68 1.022
58 H -0.6843 -8.4501 3.2151  C52 1.128
59 H -2.3364 -8.9767 3.7386  C52 1.101
60 H -1.7482 -7.4777 4.3907  C52 1.101
61 H -3.0951 -6.6841 2.5664  C53 1.100
62 H -0.2647 -6.6752 1.5396  C54 1.059
63 H -0.9552 -5.5852 2.5643  C54 1.138
64 H -0.3805 -4.1318 0.9303  C56 1.079
65 H -1.4865 -3.9822 -0.4749  C56 1.121
66 H -0.2566 -5.2269 -0.5043  C56 1.089
67 H -2.5718 -7.8158 0.3696  N57 1.020
68 H -3.2783 -8.9401 1.5058  N57 1.022
69 C 6.4513 1.8382 -2.3323  C70 1.556, H75 1.107, H76 1.096, H77 1.083
70 C 7.8664 2.0280 -1.7127  C69 1.556, C71 1.492, N74 1.479, H78 1.072
71 C 8.0074 3.1470 -0.7357  C70 1.492, O72 1.396, H79 1.109, H80 1.125
72 O 7.8531 4.3778 -1.3763  C71 1.396, C73 1.408
73 C 8.2646 5.4161 -0.5185  O72 1.408, H81 1.058, H82 1.112, H83 1.110
74 N 8.1787 0.7487 -1.0397  C70 1.479, H84 1.031, H85 1.024
75 H 6.5462 1.1674 -3.2081  C69 1.107
76 H 6.0164 2.7999 -2.6271  C69 1.096
77 H 5.7301 1.4498 -1.6244  C69 1.083
78 H 8.5327 2.2305 -2.5275  C70 1.072
79 H 8.9457 3.1587 -0.1445  C71 1.109
80 H 7.2152 2.9388 0.0359  C71 1.125
81 H 7.8178 6.3103 -0.8665  C73 1.058
82 H 9.3731 5.4982 -0.4828  C73 1.112
83 H 7.9089 5.2999 0.5266  C73 1.110
84 H 9.1830 0.7177 -0.8092  N74 1.031
85 H 8.1518 -0.0920 -1.6237  N74 1.024
86 C -4.4347 -3.6483 -0.7377  C87 1.552, H92 1.086, H93 1.077, H94 1.091
87 C -4.2368 -3.1092 -2.1796  C86 1.552, C88 1.571, N91 1.409, H95 1.149
88 C -5.3247 -3.6353 -3.1830  C87 1.571, O89 1.403, H96 1.094, H97 1.103
89 O -6.5711 -3.0025 -3.0572  C88 1.403, C90 1.390
90 C -7.4400 -3.3685 -4.0787  O89 1.390, H98 1.151, H99 1.105, H100 1.123
91 N -4.0383 -1.7183 -2.2902  C87 1.409, H101 1.061, H102 1.042
92 H -5.3810 -3.3293 -0.3104  C86 1.086
93 H -3.7068 -3.1833 -0.0937  C86 1.077
94 H -4.3361 -4.7215 -0.5679  C86 1.091
95 H -3.2480 -3.5855 -2.5200  C87 1.149
96 H -5.3668 -4.7107 -2.9879  C88 1.094
97 H -5.0436 -3.5587 -4.2467  C88 1.103
98 H -6.8463 -3.6313 -5.0294  C90 1.151
99 H -8.0716 -2.4759 -4.2407  C90 1.105
100 H -8.0435 -4.2565 -3.7483  C90 1.123
101 H -3.3120 -1.5052 -3.0339  N91 1.061
102 H -4.9319 -1.2194 -2.4873  N91 1.042
103 C -5.4712 3.5279 -0.7921  C104 1.551, H109 1.096, H110 1.104, H111 1.069
104 C -5.5664 2.0231 -1.1559  C103 1.551, C105 1.525, N108 1.497, H112 1.115
105 C -6.1003 1.8641 -2.5751  C104 1.525, O106 1.423, H113 1.082, H114 1.083
106 O -6.2789 0.4935 -2.9128  C105 1.423, C107 1.411
107 C -6.8203 0.3389 -4.2063  O106 1.411, H115 1.098, H116 1.089, H117 1.122
108 N -4.2124 1.4011 -1.0138  C104 1.497, H118 0.957, H119 1.012
109 H -5.5562 3.6385 0.2946  C103 1.096
110 H -6.2624 4.0918 -1.3165  C103 1.104
111 H -4.5510 3.9223 -1.1677  C103 1.069
112 H -6.1651 1.5604 -0.3371  C104 1.115
113 H -5.4191 2.2952 -3.2970  C105 1.082
114 H -7.0580 2.3565 -2.6913  C105 1.083
115 H -6.6671 -0.6823 -4.5788  C107 1.098
116 H -6.4264 1.0011 -4.9762  C107 1.089
117 H -7.9124 0.5854 -4.1314  C107 1.122
118 H -3.9803 0.7452 -1.6704  N108 0.957
119 H -4.0279 1.1241 -0.0581  N108 1.012
120 C 1.2706 -3.8775 -2.8986  C121 1.488, H126 1.145, H127 1.068, H128 1.077
121 C 2.5437 -3.7860 -3.6636  C120 1.488, C122 1.503, N125 1.492, H129 1.119
122 C 3.3411 -2.6186 -3.1529  C121 1.503, O123 1.396, H130 1.095, H131 1.147
123 O 2.7321 -1.4489 -3.6123  C122 1.396, C124 1.452
124 C 3.0593 -0.3809 -2.6854  O123 1.452, H132 1.089, H133 1.108, H134 1.078
125 N 3.3561 -5.0300 -3.5227  C121 1.492, H135 1.031, H136 1.026
126 H 0.9646 -2.8447 -2.5109  C120 1.145
127 H 1.4678 -4.3085 -1.9413  C120 1.068
128 H 0.4247 -4.3606 -3.3577  C120 1.077
129 H 2.4107 -3.5530 -4.7496  C121 1.119
130 H 4.3572 -2.6851 -3.5554  C122 1.095
131 H 3.3245 -2.6763 -2.0077  C122 1.147
132 H 2.7596 0.5851 -3.0903  C124 1.089
133 H 4.1254 -0.3613 -2.3833  C124 1.108
134 H 2.5297 -0.4752 -1.7506  C124 1.078
135 H 2.6812 -5.8082 -3.4844  N125 1.031
136 H 3.8814 -5.1869 -4.3899  N125 1.026
137 C -1.7723 3.3537 -5.2257  C138 1.523, H143 1.086, H144 1.095, H145 1.094
138 C -1.9313 2.0541 -4.4479  C137 1.523, C139 1.514, N142 1.460, H146 1.133
139 C -1.8136 0.8027 -5.2921  C138 1.514, O140 1.492, H147 1.101, H148 1.103
140 O -1.8626 -0.4124 -4.4274  C139 1.492, C141 1.392
141 C -0.6483 -1.0612 -4.2223  O140 1.392, H149 1.123, H150 1.093, H151 1.073
142 N -0.9313 2.1206 -3.3863  C138 1.460, H152 1.025, H153 1.062
143 H -2.1797 4.1865 -4.6593  C137 1.086
144 H -2.2603 3.3889 -6.2051  C137 1.095
145 H -0.7041 3.5628 -5.3367  C137 1.094
146 H -2.9164 1.9899 -3.8922  C138 1.133
147 H -0.8188 0.8233 -5.7636  C139 1.101
148 H -2.6075 0.7155 -6.0532  C139 1.103
149 H -0.0085 -1.0097 -5.1441  C141 1.123
150 H -0.7564 -2.1180 -3.9646  C141 1.093
151 H -0.0443 -0.6637 -3.4294  C141 1.073
152 H -1.2305 2.8528 -2.7340  N142 1.025
153 H -1.0100 1.2618 -2.7656  N142 1.062
154 C -5.1866 1.4450 4.5938  C155 1.499, H160 1.089, H161 1.102, H162 1.088
155 C -4.4516 0.6534 3.5542  C154 1.499, C156 1.533, N159 1.477, H163 1.121
156 C -5.4694 -0.0165 2.6245  C155 1.533, O157 1.402, H164 1.156, H165 1.100
157 O -6.4289 -0.7013 3.3826  C156 1.402, C158 1.392
158 C -7.3912 -1.1513 2.4837  O157 1.392, H166 1.091, H167 1.086, H168 1.121
159 N -3.6396 1.5030 2.6604  C155 1.477, H169 1.036, H170 1.030
160 H -4.4878 1.6060 5.4131  C154 1.089
161 H -6.0137 0.8843 5.0582  C154 1.102
162 H -5.5805 2.3481 4.1329  C154 1.088
163 H -3.8503 -0.0743 4.1594  C155 1.121
164 H -5.0431 -0.7236 1.8157  C156 1.156
165 H -5.9390 0.7930 2.0459  C156 1.100
166 H -8.1756 -1.6682 3.0394  C158 1.091
167 H -6.9416 -1.9602 1.9150  C158 1.086
168 H -7.7938 -0.3986 1.7571  C158 1.121
169 H -3.0258 2.1984 3.1222  N159 1.036
170 H -3.0014 0.8889 2.1341  N159 1.030
171 C -1.8464 5.9423 -0.3048  C172 1.494, H177 1.062, H178 1.132, H179 1.092
172 C -1.1860 4.6972 0.1917  C171 1.494, C173 1.524, N176 1.483, H180 1.110
173 C -1.5019 4.4769 1.6663  C172 1.524, O174 1.411, H181 1.114, H182 1.101
174 O -0.8921 3.3493 2.2568  C173 1.411, C175 1.399
175 C 0.4922 3.4798 2.4113  O174 1.399, H183 1.099, H184 1.061, H185 1.094
176 N -1.4374 3.4576 -0.5816  C172 1.483, H186 1.003, H187 1.058
177 H -2.9063 5.8904 -0.3488  C171 1.062
178 H -1.4443 6.1197 -1.3480  C171 1.132
179 H -1.5634 6.7854 0.3288  C171 1.092
180 H -0.1190 4.9453 0.0118  C172 1.110
181 H -2.5985 4.3152 1.7725  C173 1.114
182 H -1.2829 5.3841 2.2506  C173 1.101
183 H 0.9854 3.9040 1.5254  C175 1.099
184 H 0.9120 2.5300 2.6278  C175 1.061
185 H 0.6365 4.1447 3.2678  C175 1.094
186 H -1.0132 2.7149 -0.0581  N176 1.003
187 H -2.4861 3.3281 -0.5255  N176 1.058
188 C -0.9606 0.0053 -0.7346  C189 1.506, H194 1.094, H195 1.119, H196 1.088
189 C -0.9546 -0.9032 0.4671  C188 1.506, C190 1.535, N193 1.454, H197 1.106
190 C 0.1499 -0.5330 1.4670  C189 1.535, O191 1.443, H198 1.134, H199 1.089
191 O 1.5058 -0.8055 1.0564  C190 1.443, C192 1.394
192 C 2.3884 -0.1715 1.9286  O191 1.394, H200 1.088, H201 1.079, H202 1.095
193 N -2.2459 -0.8756 1.1342  C189 1.454, H203 1.036, H204 1.027
194 H -1.3025 1.0105 -0.4730  C188 1.094
195 H -1.6342 -0.3729 -1.5435  C188 1.119
196 H 0.0623 0.0089 -1.1037  C188 1.088
197 H -0.6988 -1.9438 0.1939  C189 1.106
198 H -0.0997 -1.1028 2.4156  C190 1.134
199 H -0.0406 0.5047 1.7369  C190 1.089
200 H 2.3088 0.9131 1.9250  C192 1.088
201 H 3.4275 -0.3769 1.7237  C192 1.079
202 H 2.2111 -0.4453 2.9734  C192 1.095
203 H -2.1380 -1.5126 1.9445  N193 1.036
204 H -2.9294 -1.2722 0.4785  N193 1.027
205 C -3.0291 -3.2872 5.2291  C206 1.579, H209 1.105, H210 1.098, H211 1.125
206 C -2.5382 -3.9689 3.8923  C205 1.579, C207 1.601, O208 1.430, H212 1.111
207 C -3.7307 -4.0320 2.8258  C206 1.601, H213 1.066, H214 1.113, H215 1.122
208 O -1.5048 -3.2288 3.2377  C206 1.430, H216 0.954
209 H -2.2078 -3.3098 5.9679  C205 1.105
210 H -3.8502 -3.8290 5.7165  C205 1.098
211 H -3.3713 -2.2302 5.0555  C205 1.125
212 H -2.1789 -4.9847 4.1630  C206 1.111
213 H -3.4196 -4.4041 1.8770  C207 1.066
214 H -4.1316 -2.9979 2.7297  C207 1.113
215 H -4.5807 -4.6268 3.2536  C207 1.122
216 H -0.9977 -2.7616 3.8967  O208 0.954
217 C 6.1921 -2.6906 -0.5954  C218 1.519, H221 1.083, H222 1.097, H223 1.053
218 C 5.7069 -1.6997 0.4491  C217 1.519, C219 1.543, O220 1.417, H224 1.152
219 C 6.4932 -1.7180 1.7765  C218 1.543, H225 1.079, H226 1.073, H227 1.083
220 O 5.7310 -0.4208 -0.1614  C218 1.417, H228 0.998
221 H 6.2837 -3.6775 -0.1582  C217 1.083
222 H 7.1963 -2.3315 -0.8532  C217 1.097
223 H 5.5742 -2.7032 -1.4480  C217 1.053
224 H 4.5985 -1.9406 0.6493  C218 1.152
225 H 7.4750 -1.3132 1.5855  C219 1.079
226 H 6.7227 -2.6961 2.1527  C219 1.073
227 H 5.9455 -1.1607 2.5266  C219 1.083
228 H 6.6779 -0.1207 -0.0671  O220 0.998
229 C -1.5090 1.9503 6.1107  C230 1.548, H233 1.076, H234 1.080, H235 1.103
230 C -0.7296 1.2481 4.9730  C229 1.548, C231 1.524, O232 1.500, H236 1.065
231 C 0.7529 1.0444 5.2620  C230 1.524, H237 1.095, H238 1.073, H239 1.106
232 O -1.3748 -0.0779 4.6996  C230 1.500, H240 0.958
233 H -1.6451 1.3216 6.9731  C229 1.076
234 H -2.4736 2.2096 5.7009  C229 1.080
235 H -0.7919 2.7366 6.4024  C229 1.103
236 H -0.8452 1.7854 4.0606  C230 1.065
237 H 1.2834 0.8528 4.3240  C231 1.095
238 H 0.8464 0.2730 6.0015  C231 1.073
239 H 1.0929 1.9852 5.7335  C231 1.106
240 H -1.9749 0.1219 3.9802  O232 0.958